1.
{
  "formula": "C38H40ClN8O5S2",
  "method": "ωB97M-V with the def2-TZVPD basis set",
  "species": ["C", "S", "O", "O", "N", "S", "O", "O", "C", "C", "O", "Cl", "H", "H", "H", "H", "H", "N", "C", "C", "C", "C", "C", "H", "H", "H", "H", "H", "N", "C", "C", "C", "C", "C", "H", "H", "H", "H", "H", "N", "C", "C", "C", "C", "C", "H", "H", "H", "H", "H", "N", "C", "C", "C", "C", "C", "H", "H", "H", "H", "H", "N", "C", "C", "C", "C", "C", "H", "H", "H", "H", "H", "N", "C", "C", "C", "C", "C", "H", "H", "H", "H", "H", "N", "C", "C", "C", "C", "C", "H", "H", "H", "H", "H"],
  "coordinates": [[-0.23453, 2.29176, -0.90471], [-0.75328, 0.72040, -1.58730], [-2.15820, 0.63469, -1.24496], [-0.40894, 0.73710, -2.98598], [-0.01259, -0.40123, -0.72771], [1.49048, -0.83823, -0.93747], [1.85746, -1.19839, -2.28019], [1.76628, -1.82837, 0.08526], [2.55598, 0.50872, -0.39115], [3.12704, 1.57521, -1.29308], [3.77347, 2.46485, -0.84435], [2.86634, 1.50553, -3.01345], [0.45730, 2.78056, -1.58625], [0.21900, 2.12139, 0.06931], [-1.14068, 2.87416, -0.75813], [3.42417, 0.02371, 0.06153], [2.05874, 1.04672, 0.41658], [4.54643, 0.83463, 2.15474], [3.92516, 0.81443, 3.32964], [4.58993, 0.89986, 4.54458], [5.97156, 1.00848, 4.53520], [6.62928, 1.03157, 3.31611], [5.86942, 0.94094, 2.15946], [2.84475, 0.72165, 3.29420], [4.03469, 0.88072, 5.47216], [6.52580, 1.07914, 5.46225], [7.70545, 1.12364, 3.26027], [6.33900, 0.96005, 1.18138], [6.63864, 5.49707, 3.06063], [6.52536, 4.37410, 2.35470], [7.39399, 4.02357, 1.32939], [8.43185, 4.88635, 1.02186], [8.56176, 6.05910, 1.74924], [7.64254, 6.31461, 2.75435], [5.69630, 3.73045, 2.62339], [7.25465, 3.10110, 0.78534], [9.12685, 4.65052, 0.22615], [9.35595, 6.76352, 1.54213], [7.71122, 7.22211, 3.34515], [-6.04622, 3.45879, -2.23745], [-5.01455, 2.63215, -2.42102], [-4.97768, 1.32198, -1.96093], [-6.07489, 0.85020, -1.26422], [-7.14270, 1.70317, -1.03659], [-7.08299, 2.99058, -1.54728], [-4.16788, 3.04164, -2.96002], [-4.10911, 0.69949, -2.12055], [-6.08141, -0.15988, -0.87481], [-8.00175, 1.37496, -0.46419], [-7.90048, 3.68777, -1.38644], [1.27043, -5.62934, -2.18443], [0.77689, -4.42948, -1.87210], [-0.50910, -4.02129, -2.20606], [-1.32027, -4.89822, -2.90192], [-0.81886, -6.14911, -3.23539], [0.47594, -6.46603, -2.85524], [1.42673, -3.75707, -1.32826], [-0.84618, -3.03206, -1.92441], [-2.32667, -4.61231, -3.18313], [-1.41797, -6.86763, -3.78087], [0.90088, -7.43351, -3.10112], [-6.63609, 4.30875, 2.81019], [-7.34809, 4.92644, 3.74910], [-8.73335, 4.90618, 3.80284], [-9.41880, 4.20783, 2.82179], [-8.69094, 3.55496, 1.84133], [-7.30609, 3.62874, 1.88115], [-6.77692, 5.47440, 4.49152], [-9.25758, 5.42957, 4.59067], [-10.50062, 4.16922, 2.82486], [-9.18298, 2.99118, 1.06061], [-6.70458, 3.11574, 1.14259], [1.64346, -9.44704, -4.42316], [1.04855, -9.75462, -5.57127], [1.59394, -10.61782, -6.51036], [2.82715, -11.18911, -6.24161], [3.45977, -10.87375, -5.05027], [2.82689, -10.00014, -4.17761], [0.08813, -9.28210, -5.74764], [1.06390, -10.83153, -7.42836], [3.28833, -11.86576, -6.94963], [4.42499, -11.29157, -4.79930], [3.28996, -9.72596, -3.23605], [-1.78520, 2.29696, 1.76848], [-2.93269, 2.90154, 2.06061], [-3.64837, 2.68478, 3.23177], [-3.13926, 1.77469, 4.14464], [-1.95462, 1.11903, 3.84467], [-1.31769, 1.41620, 2.64686], [-3.29633, 3.60598, 1.31908], [-4.56635, 3.23737, 3.40021], [-3.66134, 1.57356, 5.07233], [-1.52749, 0.39203, 4.52249], [-0.39046, 0.92328, 2.37362]],
  "forces_ev_per_a": [[0.1, 0.0, 0.0], [-0.1, 0.1, 0.3], [0.0, -0.2, -0.1], [-0.1, 0.0, -0.2], [0.1, 0.3, -0.1], [-0.1, -0.6, 0.3], [0.0, 0.1, -0.1], [0.0, 0.1, 0.0], [0.1, 0.2, -0.2], [-0.1, -0.1, 0.2], [0.3, 0.4, 0.2], [-0.1, -0.1, -0.4], [0.0, 0.0, 0.0], [-0.1, 0.1, -0.1], [0.1, 0.0, -0.1], [-0.1, 0.0, 0.0], [0.0, -0.1, 0.0], [0.0, 0.0, 0.0], [0.0, 0.0, 0.0], [0.0, 0.0, 0.0], [0.0, 0.0, 0.0], [0.0, 0.0, 0.0], [0.1, 0.0, -0.1], [0.0, 0.0, 0.0], [0.0, 0.0, 0.0], [0.0, 0.0, 0.0], [0.0, 0.0, 0.0], [0.0, 0.0, 0.0], [0.0, 0.0, 0.0], [-0.1, 0.1, 0.0], [0.0, 0.1, 0.0], [0.0, 0.0, 0.0], [0.0, 0.0, 0.0], [0.0, 0.0, 0.0], [0.0, 0.0, -0.1], [-0.1, 0.0, 0.0], [0.0, 0.0, 0.0], [0.0, 0.0, 0.0], [0.0, 0.0, 0.0], [0.1, 0.0, 0.0], [0.0, 0.0, 0.0], [-0.1, -0.1, -0.1], [0.0, 0.0, 0.1], [-0.1, 0.0, 0.0], [0.0, 0.0, 0.0], [0.0, 0.0, 0.0], [0.0, 0.1, 0.0], [0.0, 0.0, 0.0], [0.0, 0.0, 0.0], [0.0, 0.0, 0.0], [-0.1, 0.0, 0.0], [0.0, -0.1, 0.0], [0.0, 0.1, 0.0], [0.0, 0.0, 0.0], [0.0, 0.0, 0.0], [0.1, 0.0, 0.0], [0.0, 0.0, 0.0], [0.0, 0.0, 0.0], [0.0, 0.0, 0.0], [0.0, 0.0, 0.0], [0.0, 0.0, 0.0], [-0.1, 0.0, 0.1], [0.0, 0.1, 0.0], [0.0, 0.0, 0.0], [0.0, 0.0, 0.0], [0.0, 0.0, 0.0], [0.1, 0.0, 0.1], [0.0, 0.0, 0.0], [0.0, 0.0, 0.0], [0.0, 0.0, 0.0], [0.0, 0.0, 0.0], [0.0, 0.0, 0.0], [0.0, 0.0, 0.0], [0.0, 0.0, 0.0], [0.0, 0.0, 0.0], [0.0, 0.0, 0.0], [0.0, 0.0, 0.0], [0.0, 0.0, 0.0], [0.0, 0.0, 0.0], [0.0, 0.0, 0.0], [0.0, 0.0, 0.0], [0.0, 0.0, 0.0], [0.0, 0.0, 0.0], [-0.1, 0.0, 0.2], [0.0, 0.0, 0.0], [0.0, 0.1, -0.1], [0.0, 0.0, 0.0], [0.0, 0.0, 0.0], [0.0, 0.0, 0.0], [0.0, 0.0, 0.0], [0.1, -0.1, 0.0], [0.0, 0.0, 0.0], [0.0, 0.0, 0.0], [0.0, -0.1, 0.0]],
  "lumo_energy_ha": 0.07954,
  "charge": -1,
  "e_homo_ev": -6.2,
  "orbital_gap_ev": 8.38
}

***

2.
{
  "formula": "C38H40N10PTb",
  "method": "ωB97M-V with the def2-TZVPD basis set",
  "species": ["Tb", "C", "C", "C", "C", "N", "C", "N", "C", "N", "C", "N", "C", "C", "C", "C", "C", "N", "C", "C", "C", "C", "C", "C", "H", "H", "H", "H", "H", "H", "H", "H", "H", "H", "H", "H", "N", "C", "N", "C", "N", "C", "C", "N", "C", "C", "N", "H", "H", "H", "H", "H", "C", "C", "C", "C", "P", "C", "C", "C", "C", "C", "C", "C", "C", "C", "C", "H", "H", "H", "H", "H", "H", "H", "H", "H", "H", "H", "H", "H", "H", "H", "H", "H", "H", "H", "H", "H", "H", "H"],
  "coordinates": [[0.23952, -0.69179, 0.18823], [2.81371, -1.40412, -3.42768], [3.99975, -2.00083, -2.98717], [4.27834, -2.02499, -1.64372], [3.37601, -1.44817, -0.73296], [2.20603, -0.94614, -1.15545], [1.95288, -0.91210, -2.47963], [3.79821, -1.40473, 0.57352], [3.17131, -0.93579, 1.59233], [1.85955, -0.45257, 1.73971], [1.66234, -0.17524, 3.10103], [0.61817, 0.19625, 3.75606], [-0.68974, 0.28511, 3.32757], [-1.58242, 0.92372, 4.20279], [-2.92771, 0.93088, 3.91746], [-3.38924, 0.27442, 2.77171], [-2.45901, -0.31098, 1.94690], [-1.13289, -0.28121, 2.19410], [2.92661, -0.41329, 3.81837], [3.24739, -0.24686, 5.15479], [4.54093, -0.58196, 5.53327], [5.46541, -1.06757, 4.60560], [5.12947, -1.23255, 3.26847], [3.83879, -0.89006, 2.90406], [2.57019, -1.32995, -4.47718], [4.69953, -2.42288, -3.69510], [5.19138, -2.44234, -1.24883], [1.01595, -0.44224, -2.76338], [-1.18038, 1.37486, 5.09785], [-3.62060, 1.41910, 4.58841], [-4.43973, 0.21534, 2.53220], [-2.77610, -0.82922, 1.04656], [2.52597, 0.13155, 5.86342], [4.84460, -0.46507, 6.56361], [6.46261, -1.31689, 4.94049], [5.83733, -1.60738, 2.54502], [-0.82277, -4.24823, 2.96149], [-0.12458, -3.13254, 2.77760], [-0.06674, -2.86559, 1.47812], [-0.77889, -3.88417, 0.92533], [-1.25522, -4.74569, 1.78902], [-0.92746, -3.97927, -0.52765], [-1.51766, -5.08328, -1.13987], [-1.58340, -5.19432, -2.45617], [-1.04318, -4.21041, -3.16304], [-0.46413, -3.09953, -2.56299], [-0.40916, -2.96464, -1.23383], [-1.02771, -4.73099, 3.82442], [0.31796, -2.55875, 3.57501], [-1.93667, -5.88062, -0.53908], [-1.07127, -4.29541, -4.24208], [-0.05082, -2.31107, -3.17555], [-0.48241, 1.19532, -4.14057], [-0.56290, 2.41401, -3.20835], [0.66579, 3.28864, -3.46507], [-1.85561, 3.16575, -3.56164], [-0.58796, 1.84529, -1.42022], [-2.23125, 1.07162, -1.24860], [-2.25831, -0.29762, -1.52135], [-3.43192, -1.04267, -1.48682], [-4.61354, -0.40772, -1.13948], [-4.60891, 0.95206, -0.84341], [-3.43682, 1.68852, -0.90336], [-0.40824, 3.28760, -0.25240], [-0.84202, 2.80926, 1.13207], [1.09810, 3.58713, -0.15257], [-1.14137, 4.58810, -0.59714], [-0.75354, 1.52229, -5.14512], [-1.17617, 0.39711, -3.87197], [0.53174, 0.80044, -4.20512], [0.75552, 3.44466, -4.54117], [1.58542, 2.81124, -3.12162], [0.58812, 4.27021, -3.00255], [-1.74780, 3.58279, -4.56425], [-2.09187, 3.98524, -2.89026], [-2.70724, 2.48545, -3.58374], [-1.33969, -0.80872, -1.82816], [-3.42184, -2.09852, -1.72296], [-5.54075, -0.96269, -1.10545], [-5.53555, 1.44390, -0.58223], [-3.46707, 2.74686, -0.69152], [-0.18698, 2.01175, 1.49606], [-1.87508, 2.46402, 1.18672], [-0.71916, 3.63499, 1.83538], [1.68117, 2.69147, 0.08657], [1.24780, 4.30472, 0.65500], [1.50672, 4.02488, -1.05862], [-2.22487, 4.48217, -0.61791], [-0.81811, 5.00836, -1.54660], [-0.90587, 5.32230, 0.17527]],
  "forces_ev_per_a": [[-0.3, -0.6, 0.0], [-0.1, 0.0, 0.1], [0.0, 0.0, 0.0], [-0.1, 0.1, 0.0], [0.3, -0.1, 0.1], [-0.1, 0.1, 0.2], [0.1, 0.0, -0.1], [-0.1, 0.0, 0.1], [0.0, 0.0, 0.1], [-0.1, 0.0, 0.0], [0.1, 0.0, 0.0], [0.0, 0.0, -0.2], [0.1, 0.1, 0.2], [0.0, -0.1, -0.1], [0.0, 0.0, -0.1], [0.1, 0.0, 0.0], [-0.1, 0.1, 0.2], [0.2, 0.1, -0.3], [-0.1, 0.1, 0.2], [0.1, 0.0, -0.1], [0.0, 0.0, 0.0], [0.0, 0.0, 0.0], [-0.1, 0.0, 0.1], [0.2, -0.1, -0.1], [0.0, 0.0, 0.0], [0.0, 0.0, 0.0], [0.0, 0.0, 0.0], [0.1, 0.0, 0.0], [0.0, 0.0, 0.0], [0.0, 0.0, 0.0], [0.0, 0.0, 0.0], [0.0, 0.0, 0.0], [0.0, 0.0, 0.0], [0.0, 0.0, 0.0], [0.0, 0.0, 0.0], [0.0, 0.0, -0.1], [0.0, 0.0, -0.1], [0.2, 0.1, -0.1], [-0.2, 0.1, 0.2], [0.0, -0.1, -0.1], [0.0, 0.0, 0.0], [0.1, 0.0, 0.0], [0.0, 0.1, 0.1], [0.0, 0.0, 0.0], [0.1, 0.1, -0.1], [-0.1, -0.1, 0.0], [-0.1, 0.0, -0.2], [0.0, 0.0, 0.0], [0.0, 0.1, 0.0], [0.0, 0.0, 0.0], [0.0, 0.0, 0.0], [0.0, 0.0, 0.0], [0.1, 0.0, 0.0], [-0.3, 0.0, -0.1], [0.0, 0.0, 0.0], [0.0, -0.1, 0.0], [0.3, -0.3, 0.1], [-0.2, 0.1, 0.1], [0.2, -0.2, -0.1], [0.0, 0.1, 0.1], [0.0, -0.1, 0.0], [0.0, 0.0, 0.0], [0.1, -0.1, 0.0], [0.0, 0.2, 0.0], [0.0, -0.1, 0.1], [0.1, -0.1, 0.0], [0.0, 0.0, 0.0], [0.0, 0.0, 0.0], [0.0, 0.0, 0.0], [0.0, 0.0, 0.0], [0.0, 0.0, 0.0], [0.0, 0.0, 0.0], [0.0, 0.0, 0.0], [0.0, 0.0, 0.0], [0.0, 0.0, 0.0], [0.0, 0.0, 0.0], [-0.3, 0.2, -0.2], [0.0, 0.0, 0.0], [0.0, 0.0, 0.0], [0.0, 0.0, 0.0], [0.0, 0.1, 0.0], [0.0, 0.0, 0.0], [0.0, 0.0, 0.0], [0.0, 0.0, 0.0], [0.0, 0.0, 0.0], [0.0, 0.0, 0.0], [0.0, 0.0, 0.0], [0.0, 0.0, 0.0], [0.0, 0.0, 0.0], [0.0, 0.0, 0.0]],
  "lumo_energy_ha": [-0.22260, -0.21960],
  "charge": 2,
  "spin_multiplicity": 7,
  "e_homo_ev": [-13.3, -13.3],
  "orbital_gap_ev": [7.25, 7.34]
}

***

Look up the charge of the second one.
+2

***

Which of these has the lowest charge?
C38H40ClN8O5S2

***

The lowest charge belongs to which entry?
C38H40ClN8O5S2

***

Which of these has the lowest charge?
C38H40ClN8O5S2